[1]
{
  "formula": "C46H26ClI4N4O2Ti",
  "method": "ωB97M-V/def2-TZVPD",
  "mol_weight_da": 1257.68,
  "e_lumo_ha": [-0.04179, -0.06606],
  "spin_multiplicity": 2,
  "homo_lumo_gap_ev": [4.88, 5.60],
  "elements": ["Ti", "I", "C", "C", "C", "C", "C", "C", "C", "C", "C", "C", "C", "C", "C", "C", "C", "C", "I", "C", "C", "C", "N", "C", "C", "C", "C", "C", "C", "I", "C", "C", "C", "C", "C", "C", "N", "C", "C", "C", "C", "C", "N", "C", "C", "C", "C", "I", "C", "C", "C", "C", "N", "H", "H", "H", "H", "H", "H", "H", "H", "H", "H", "H", "H", "H", "H", "H", "H", "H", "H", "H", "H", "H", "H", "H", "H", "Cl", "C", "C", "O", "O", "H", "H"],
  "xyz": [[-0.21155, -0.37694, 0.01847], [-7.99422, 5.08252, 1.27295], [-6.21121, 4.03935, 1.03224], [-6.23984, 2.66595, 0.84826], [-5.04271, 1.97634, 0.69449], [-3.82429, 2.64377, 0.72149], [-3.81893, 4.02347, 0.90583], [-5.00532, 4.72648, 1.06266], [-2.54123, 1.89548, 0.57812], [-1.96023, 1.34630, 1.68610], [-2.28730, 1.65954, 3.06182], [-1.23392, 1.30294, 3.81441], [-0.26406, 0.64272, 2.95378], [0.86015, -0.01797, 3.38521], [1.41826, 0.37767, 4.70979], [1.85141, -0.50917, 5.69619], [2.39279, -0.05962, 6.89200], [2.51446, 1.30166, 7.12467], [3.32659, 1.98040, 8.91204], [2.09928, 2.20910, 6.16362], [1.56611, 1.74207, 4.97116], [1.40878, -1.07788, 2.58792], [1.17756, -1.17774, 1.22905], [1.65282, -2.42478, 0.83044], [1.80679, -2.82966, -0.52342], [2.36417, -4.18734, -0.79257], [1.50722, -5.24789, -1.06463], [2.00761, -6.52213, -1.29969], [3.37817, -6.73114, -1.25989], [4.13721, -8.63781, -1.59862], [4.25060, -5.68507, -0.99194], [3.73587, -4.41742, -0.75620], [1.62731, -1.97911, -1.57937], [2.20991, -2.09847, -2.89912], [2.06507, -0.91261, -3.52015], [1.29391, -0.04513, -2.65372], [1.04158, -0.72305, -1.47062], [0.74354, 1.16179, -2.97553], [-0.25768, 1.78237, -2.18701], [-1.17642, 2.73337, -2.66475], [-2.19389, 2.82390, -1.73887], [-1.85787, 1.97771, -0.66757], [-0.65278, 1.35170, -0.93562], [1.06551, 1.77374, -4.29776], [0.41777, 1.34281, -5.45070], [0.70468, 1.91241, -6.68459], [1.64919, 2.92549, -6.75928], [2.08286, 3.78999, -8.60033], [2.30646, 3.37071, -5.62082], [2.00766, 2.79140, -4.39395], [2.16495, -3.09781, 1.94260], [2.06028, -2.24409, 3.02329], [-0.75624, 0.64891, 1.66192], [-7.18129, 2.13475, 0.82680], [-5.06089, 0.90083, 0.56186], [-2.87281, 4.55158, 0.92838], [-4.98885, 5.79738, 1.21085], [-3.19741, 2.14110, 3.38342], [-1.12813, 1.40521, 4.88197], [1.72954, -1.57390, 5.57372], [2.70827, -0.77420, 7.63982], [2.20042, 3.27288, 6.32988], [1.28719, 2.45945, 4.20910], [0.43732, -5.07631, -1.08578], [1.33314, -7.34055, -1.51076], [5.31850, -5.85373, -0.96656], [4.40749, -3.59423, -0.54104], [2.72321, -2.97564, -3.26053], [2.42119, -0.63418, -4.49973], [-1.09857, 3.24569, -3.61077], [-3.07848, 3.43863, -1.78859], [-0.32163, 0.55297, -5.38110], [0.19548, 1.56968, -7.57492], [3.04359, 4.15889, -5.68611], [2.51420, 3.13388, -3.49950], [2.58482, -4.09105, 1.93237], [2.36844, -2.47853, 4.02508], [-2.03822, -0.99345, -2.52177], [-3.21261, -1.66195, -1.35787], [-2.49888, -2.37856, -0.23412], [-2.89644, -3.41682, 0.20566], [-1.42162, -1.74422, 0.24609], [-3.86735, -2.35391, -1.87256], [-3.77644, -0.82093, -0.95710]],
  "forces_ev_per_a": [[0.1579, 0.0051, 0.6564], [-0.1131, 0.0660, 0.0117], [0.0770, -0.0410, -0.0081], [0.1058, -0.0143, -0.0119], [-0.0709, -0.0029, 0.0297], [0.0492, -0.0296, 0.0598], [-0.0378, 0.0634, -0.0168], [0.0558, -0.0871, -0.0183], [-0.0961, 0.1217, -0.2334], [0.4557, 0.0652, 0.1968], [-0.1267, 0.0010, -0.1261], [0.1804, -0.0373, 0.0693], [-0.3389, 0.0941, -0.1234], [0.1010, -0.2630, 0.1061], [0.0929, -0.1642, -0.0861], [-0.1368, -0.0862, 0.1293], [-0.0424, 0.0234, -0.0862], [-0.0428, -0.0462, -0.1050], [0.0562, 0.0472, 0.1259], [-0.0335, -0.0606, -0.0607], [0.1068, 0.1210, -0.0357], [-0.0371, 0.2511, -0.1576], [0.0157, -0.2621, 0.1386], [0.0525, 0.3146, -0.2047], [0.0648, -0.1054, 0.1467], [-0.0073, 0.0025, 0.1183], [-0.0124, -0.0257, -0.0060], [0.0268, 0.0790, -0.0015], [-0.0317, 0.0995, 0.0188], [0.0505, -0.1250, -0.0304], [-0.0897, 0.0489, -0.0077], [0.0368, -0.0157, -0.0041], [0.0887, 0.4009, -0.1598], [-0.0268, -0.1421, 0.0815], [-0.0313, 0.1351, -0.0549], [0.0443, -0.2899, 0.1272], [0.1044, -0.1336, -0.2479], [-0.0479, 0.1634, -0.0753], [-0.0168, -0.0855, 0.0661], [-0.0604, 0.0873, -0.0532], [-0.0697, 0.0503, -0.0729], [0.1331, 0.0272, 0.0889], [-0.1668, -0.1135, -0.1998], [-0.0488, -0.0174, 0.0202], [0.0016, -0.0066, -0.0816], [0.0046, -0.0216, 0.1113], [0.0066, -0.0195, 0.1075], [0.0337, 0.0582, -0.1255], [-0.0736, -0.0874, 0.0393], [0.0192, 0.0542, -0.0277], [0.0773, -0.0724, 0.2015], [0.0970, -0.1711, 0.0392], [-0.1441, 0.1779, 0.2888], [0.0015, -0.0008, 0.0028], [0.0021, 0.0102, 0.0041], [-0.0145, -0.0045, 0.0058], [0.0009, 0.0004, -0.0010], [0.0196, 0.0007, -0.0154], [0.0160, 0.0317, -0.0153], [-0.0560, 0.0160, -0.0191], [-0.0074, 0.0067, 0.0035], [0.0049, -0.0065, -0.0002], [-0.0275, -0.0243, 0.0150], [0.0158, -0.0071, 0.0050], [0.0070, 0.0006, 0.0102], [-0.0085, -0.0022, 0.0065], [-0.0103, -0.0172, 0.0035], [-0.0191, 0.0110, -0.0016], [0.0008, -0.0058, 0.0269], [-0.0143, -0.0058, 0.0289], [0.0326, -0.0054, -0.0132], [0.0080, 0.0134, -0.0018], [0.0021, 0.0050, 0.0048], [-0.0028, 0.0022, -0.0012], [-0.0060, -0.0012, -0.0142], [0.0122, 0.0392, -0.0005], [0.0634, 0.0713, -0.0413], [-0.2064, -0.0724, -0.2059], [0.0772, 0.1299, -0.1538], [0.5656, 0.1733, 0.3297], [-0.1114, -0.1337, 0.0351], [-0.6712, -0.2361, -0.5442], [-0.0254, -0.0123, -0.0189], [-0.0422, -0.0082, 0.0098]]
}

[2]
{
  "formula": "C46H32O20P2S",
  "method": "ωB97M-V/def2-TZVPD",
  "mol_weight_da": 998.76,
  "e_lumo_ha": -0.07823,
  "spin_multiplicity": 1,
  "smiles": "O=C1OC(=O)C(P(=O)(O)O)=C1[PH2]=S.O=C1C=CC(=O)C=C1.O=C1C=CC(=O)C=C1.O=C1C=CC(=O)C=C1.O=C1C=CC(=O)C=C1.O=C1C=CC(=O)C=C1.O=C1C=CC(=O)C=C1.O=C1C=CC(=O)C=C1",
  "homo_lumo_gap_ev": 6.85,
  "elements": ["O", "C", "O", "C", "O", "C", "P", "O", "O", "O", "C", "P", "S", "H", "H", "H", "H", "O", "C", "C", "C", "C", "O", "C", "C", "H", "H", "H", "H", "O", "C", "C", "C", "C", "O", "C", "C", "H", "H", "H", "H", "O", "C", "C", "C", "C", "O", "C", "C", "H", "H", "H", "H", "O", "C", "C", "C", "C", "O", "C", "C", "H", "H", "H", "H", "O", "C", "C", "C", "C", "O", "C", "C", "H", "H", "H", "H", "O", "C", "C", "C", "C", "O", "C", "C", "H", "H", "H", "H", "O", "C", "C", "C", "C", "O", "C", "C", "H", "H", "H", "H"],
  "xyz": [[-1.37230, 0.50185, 1.99670], [-0.86857, 0.40381, 0.92990], [-0.34015, 1.48284, 0.20615], [-0.29975, 1.09000, -1.07106], [-0.32928, 1.76737, -2.04531], [-0.26132, -0.42350, -1.13701], [0.21665, -1.38953, -2.59706], [-0.89356, -1.86891, -3.37410], [1.17494, -2.54136, -2.02724], [1.18949, -0.43793, -3.42111], [-0.64850, -0.81246, 0.07293], [-0.87987, -2.52611, 0.66159], [-2.70494, -2.75320, 1.29490], [1.38204, -2.33792, -1.11087], [1.74009, 0.02133, -2.77570], [-0.60039, -3.41798, -0.38685], [0.00965, -2.72452, 1.73671], [-0.67498, 5.22802, -5.50804], [-0.65431, 4.15215, -6.07090], [-0.58454, 4.06357, -7.54982], [-0.56296, 2.88707, -8.16894], [-0.60720, 1.61317, -7.40631], [-0.58519, 0.54406, -7.97324], [-0.67816, 1.70263, -5.92570], [-0.69893, 2.88126, -5.30736], [-0.55246, 5.00296, -8.08706], [-0.51232, 2.79981, -9.24679], [-0.71140, 0.76341, -5.38741], [-0.75101, 2.96780, -4.22924], [-5.09896, -4.04222, 3.04015], [-5.52932, -3.44424, 4.00035], [-4.61718, -2.92186, 5.04753], [-5.08610, -2.26561, 6.10513], [-6.54008, -2.02658, 6.28152], [-6.96684, -1.42737, 7.24391], [-7.45218, -2.54877, 5.23303], [-6.98358, -3.20488, 4.17533], [-3.56042, -3.10541, 4.89764], [-4.43855, -1.87669, 6.88045], [-8.50864, -2.36448, 5.38017], [-7.63092, -3.59285, 3.39927], [2.31978, 3.63556, -0.00945], [2.38494, 4.45197, -0.90819], [3.38394, 5.54735, -0.88447], [3.45297, 6.43965, -1.87028], [2.53107, 6.36997, -3.03305], [2.59344, 7.18313, -3.93451], [1.53210, 5.27352, -3.05677], [1.46623, 4.38372, -2.06852], [4.04674, 5.57742, -0.02862], [4.16942, 7.24342, -1.87261], [0.86650, 5.24008, -3.91159], [0.74457, 3.57550, -2.06018], [-2.69078, -10.15876, 3.31627], [-2.35193, -9.00125, 3.18787], [-2.45851, -8.30614, 1.88147], [-2.08212, -7.03791, 1.74486], [-1.54147, -6.26726, 2.89191], [-1.20290, -5.11034, 2.76295], [-1.43707, -6.96227, 4.19763], [-1.81358, -8.23025, 4.33444], [-2.85605, -8.88544, 1.05797], [-2.15276, -6.50985, 0.80232], [-1.04129, -6.38365, 5.02286], [-1.74534, -8.75569, 5.27809], [-0.93860, -9.13564, 7.36972], [-0.22584, -10.11798, 7.34500], [-0.60968, -11.32508, 6.57214], [0.17070, -12.40174, 6.54588], [1.45684, -12.44006, 7.28633], [2.16821, -13.41889, 7.26100], [1.83893, -11.23062, 8.05884], [1.05873, -10.15411, 8.08491], [-1.55069, -11.27767, 6.03669], [-0.08984, -13.29268, 5.98923], [2.77963, -11.27828, 8.59213], [1.31864, -9.26228, 8.64081], [-1.63391, 5.77074, -1.56243], [-1.22827, 6.72646, -0.94008], [-0.64730, 6.56864, 0.41684], [-0.19786, 7.61754, 1.10020], [-0.25649, 8.98888, 0.53393], [0.15503, 9.94283, 1.15614], [-0.83644, 9.14517, -0.82350], [-1.28593, 8.09620, -1.50710], [-0.61181, 5.56016, 0.81094], [0.22870, 7.52494, 2.09090], [-0.86956, 10.15229, -1.21867], [-1.71001, 8.18749, -2.49904], [7.46169, 5.83751, -7.78481], [7.05305, 6.29096, -6.73838], [7.98269, 6.60806, -5.62456], [7.53667, 7.10417, -4.47448], [6.09177, 7.36305, -4.25691], [5.69040, 7.82129, -3.20699], [5.15861, 7.04472, -5.36710], [5.60916, 6.54903, -6.51815], [9.03234, 6.41350, -5.80424], [8.19761, 7.34295, -3.65070], [4.10789, 7.23686, -5.18882], [4.94903, 6.31036, -7.34232]],
  "forces_ev_per_a": [[0.5566, 0.1745, -0.5499], [-0.0927, -0.4050, 0.7615], [-0.9562, 0.4787, 0.5975], [0.2934, -1.2735, -1.6539], [0.1701, 0.9089, 0.0523], [0.1537, 0.5620, 0.5602], [0.4540, 0.1670, -0.4477], [-0.9141, -0.3983, -0.5151], [-0.2942, 0.4240, 0.2967], [-0.2438, -0.0343, 0.6190], [0.8061, -1.3008, 0.0507], [-2.5391, -0.1064, 1.3564], [0.0958, 0.2228, -0.3524], [0.4711, -0.2868, 0.1936], [0.4892, 0.3767, -0.3619], [0.6875, 0.3959, -0.0481], [0.5724, 0.0872, -0.5605], [0.0278, -0.0065, -0.0510], [-0.0597, -0.0218, -0.0065], [-0.0107, -0.0032, -0.0568], [0.0069, 0.0610, -0.0116], [-0.0124, -0.0014, 0.0273], [0.0101, -0.0511, -0.0447], [0.0066, 0.0310, 0.0692], [0.0288, -0.0236, 0.0118], [-0.0045, 0.0233, 0.0387], [0.0007, -0.0452, 0.0026], [0.0033, -0.0264, -0.0177], [-0.0261, 0.0135, 0.0044], [-0.0480, -0.1546, -0.0832], [0.0433, 0.0523, 0.0288], [0.0350, 0.0306, 0.0850], [0.0450, -0.0309, -0.0346], [0.0121, 0.0107, 0.0035], [-0.0268, 0.0219, 0.0452], [-0.0042, -0.0351, -0.0583], [-0.0577, 0.0273, 0.0242], [-0.0097, -0.0086, -0.0706], [-0.0346, 0.0215, 0.0216], [0.0067, 0.0237, 0.0390], [0.0334, -0.0139, -0.0242], [0.0166, -0.0658, -0.0004], [0.0146, 0.0070, -0.0095], [-0.0422, -0.0094, -0.0386], [-0.1430, -0.0454, 0.2128], [-0.0890, -0.0162, 0.0473], [-0.3035, -0.0809, 0.2302], [0.0398, -0.0392, -0.0426], [-0.0053, 0.0229, -0.0462], [-0.0237, -0.0095, 0.0206], [0.0035, 0.0835, -0.0330], [-0.0150, 0.0941, 0.0610], [0.0447, 0.1659, 0.0157], [0.0186, -0.0614, 0.0187], [-0.0139, 0.0292, -0.0183], [0.0035, 0.0215, -0.0447], [0.0106, -0.0480, -0.0452], [-0.1143, -0.0127, 0.0103], [0.3736, -0.0147, 0.0302], [-0.0454, 0.0084, 0.0131], [0.0141, -0.0177, 0.0162], [-0.0125, -0.0266, 0.0225], [-0.0228, 0.0517, 0.0294], [-0.0029, 0.0183, -0.0091], [-0.0313, 0.0396, 0.0251], [0.0237, 0.0542, 0.0102], [-0.0091, -0.0694, 0.0034], [-0.0267, -0.0210, -0.0292], [-0.0428, 0.0282, -0.0182], [-0.0140, -0.0049, -0.0067], [0.0446, -0.0485, 0.0035], [-0.0109, 0.0600, 0.0156], [0.0418, -0.0013, 0.0360], [0.0054, 0.0286, -0.0066], [0.0317, -0.0178, 0.0084], [0.0093, -0.0417, -0.0143], [-0.0369, 0.0175, -0.0087], [-0.0560, -0.1246, -0.0576], [0.0310, 0.0133, 0.0152], [0.0459, 0.0024, 0.0498], [0.0110, -0.0657, -0.0048], [-0.0017, 0.0046, -0.0098], [0.0212, 0.0458, 0.0352], [-0.0173, -0.0389, -0.0496], [0.0037, 0.0746, -0.0123], [-0.0174, -0.0184, -0.0372], [0.0089, 0.0419, 0.0029], [0.0249, 0.0175, 0.0331], [0.0018, -0.0500, -0.0073], [0.0347, -0.0201, -0.0401], [-0.0366, -0.0159, -0.0282], [0.0233, 0.0183, 0.0546], [0.0532, -0.0141, 0.0040], [-0.0234, 0.0163, -0.0882], [0.2571, 0.0755, -0.0713], [0.0293, 0.0071, -0.2120], [0.0325, 0.0102, 0.0997], [-0.0074, -0.0136, -0.0427], [-0.0330, 0.0146, 0.0208], [0.2210, 0.0563, -0.0270], [0.0266, -0.0025, -0.0266]]
}

Which E belongs to each record? In order, -126223.3990; -118576.9562 eV.